The following is a DFT calculation (ωB97M-V with the def2-TZVPD basis set) of a molecular structure, C32H51BN8PRuSe in a non-equilibrium geometry.

Each line ends with the Löwdin spin population.
Element x y z (Å)
Ru 0.911 0.538 0.929  3.474
Se 2.099 -1.680 -1.243  0.200
P -1.200 0.576 0.226  0.198
N 3.533 0.015 2.539  0.017
N 3.748 1.796 0.910  0.017
N 1.987 -4.431 -1.954  0.013
N 1.193 1.786 2.517  0.181
N 3.772 -3.450 -2.816  0.017
N 2.260 -0.483 2.128  0.143
N 2.512 1.682 0.233  0.169
N 2.450 2.252 2.967  0.013
C -3.229 3.713 -1.314  0.002
C 2.129 -1.749 2.678  0.022
C 0.798 -4.683 -1.122  0.002
C 0.200 2.386 3.266  0.040
C -1.502 -1.968 -3.184  0.002
C 3.367 -2.060 3.300  0.016
C 2.778 1.860 -1.111  0.033
C -0.932 0.782 -2.601  0.004
C -1.546 4.953 0.078  0.001
C -1.720 0.006 -1.517  0.048
C 3.745 -4.749 -3.298  0.010
C -2.240 -2.529 2.943  0.001
C -1.865 2.384 0.368  0.051
C -1.743 -1.937 1.624  0.015
C -0.892 3.557 0.066  0.007
C -3.604 -1.963 3.324  0.001
C 2.596 -3.234 -2.076  0.027
C -2.189 -0.420 1.507  0.050
C 4.701 2.207 0.064  0.037
C -3.269 2.615 -0.237  0.012
C 4.271 -1.010 3.060  0.025
C -1.609 0.577 -3.961  0.001
C 0.827 3.240 4.182  0.013
C -2.915 5.005 -0.571  0.000
C -2.060 -0.886 -4.131  0.000
C -1.632 -1.529 -1.743  0.001
C 2.203 3.178 3.959  0.036
C 4.123 2.229 -1.255  0.018
C -3.708 -0.295 1.359  0.011
C -4.415 -1.371 2.177  0.004
C 4.797 -2.419 -3.110  0.001
C 2.736 -5.414 -2.697  0.012
B 3.762 1.549 2.452  0.001
H 0.330 3.840 4.916  0.001
H -0.758 -1.926 -1.164  0.001
H -0.132 3.594 0.878  0.002
H -2.242 -2.450 0.758  0.000
H 5.653 2.528 0.444  0.003
H -0.455 -2.263 -3.416  0.001
H -4.122 -2.729 3.937  0.000
H 5.778 -2.917 -3.200  0.000
H -4.783 -2.220 1.550  0.000
H -0.882 1.804 -2.301  0.000
H -3.973 2.868 0.574  0.002
H 2.342 -6.441 -2.776  0.000
H -2.080 -2.898 -3.383  0.000
H -0.088 -4.221 -1.614  0.000
H 4.522 -5.054 -4.001  0.001
H 4.670 2.333 -2.167  0.001
H 0.837 -4.358 -0.101  0.001
H -4.202 3.776 -1.824  0.000
H 3.005 3.696 4.447  0.003
H -2.712 0.395 -1.714  0.006
H -1.831 -1.193 -5.176  0.000
H -4.044 0.705 1.696  0.000
H -1.912 0.055 2.487  0.003
H -0.877 5.638 -0.534  0.000
H -3.694 1.692 -0.646  0.001
H -0.910 0.845 -4.800  0.000
H -2.490 3.479 -2.084  0.000
H -1.519 -2.337 3.755  0.000
H -3.694 5.171 0.215  0.000
H -3.156 -0.902 -3.993  0.000
H -2.528 -2.013 -1.319  0.000
H -0.836 2.066 3.211  0.002
H 4.757 1.866 2.987  0.000
H -0.419 3.333 -0.907  0.001
H 1.940 1.860 -1.812  0.003
H -1.542 5.359 1.131  0.000
H -4.065 -0.300 0.315  0.000
H 4.576 -1.958 -4.065  0.000
H 1.195 -2.328 2.574  0.002
H -3.080 5.886 -1.205  0.000
H -5.321 -0.886 2.581  0.001
H 4.832 -1.647 -2.292  0.001
H 5.292 -0.911 3.408  0.002
H -0.653 -2.038 1.520  0.010
H -1.968 2.409 1.450  0.000
H -3.483 -1.118 4.036  0.000
H -2.294 -3.651 2.816  0.000
H -2.481 1.257 -4.059  0.000
H 3.588 -3.060 3.692  0.001
H 0.119 0.490 -2.614  0.001
H 0.555 -5.756 -1.124  0.000

Calculated values
- Spin multiplicity: 6
- Charge: +2
- Energy relative to the best compared isomer or geometry (same formula, charge and spin): 0.00 kcal/mol
- DFT total energy: -123809.59824 eV
- HOMO (alpha / beta): -12.895 / -12.385 eV
- Strongest force on any atom: 4.36 eV/A
- Orbital gap (alpha / beta): 8.476 / 3.913 eV
- <S²>: 8.77

***

The following is a DFT calculation (ωB97M-V with the def2-TZVPD basis set) of a molecular structure, C40H42BF2InN7O3S in a non-equilibrium geometry.

Each line ends with the Mulliken charge.
Element x y z (Å)
In -8.417 -14.943 16.238  0.855
S -8.573 -16.187 11.631  -0.268
F -10.885 -15.847 13.024  -0.114
F -10.859 -14.738 10.981  -0.176
O -4.048 -13.492 18.361  -0.650
O -4.623 -12.883 15.859  -0.556
O -14.368 -22.899 25.327  -0.457
N -9.433 -12.309 15.178  -0.312
N -9.380 -13.523 18.165  -0.366
N -5.768 -11.024 17.567  -0.599
N -8.285 -16.284 18.445  -0.023
N -10.624 -15.996 17.113  -0.136
N -10.626 -19.128 21.644  -0.759
N -12.524 -19.108 20.470  -0.114
C -11.805 -20.980 23.658  -0.733
C -13.738 -22.067 24.480  0.929
C -11.877 -19.564 21.579  0.225
C -13.920 -20.696 22.547  -0.450
C -3.643 -14.921 16.410  0.920
C -7.335 -14.002 7.755  -0.405
C -3.999 -14.157 13.938  -1.508
C -7.131 -16.423 19.119  -0.205
C -3.509 -14.624 17.797  0.246
C -4.089 -13.915 15.445  1.120
C -11.653 -18.316 19.776  0.045
C -7.854 -10.681 16.224  -1.691
C -7.795 -16.020 8.982  -0.221
C -7.074 -11.520 17.246  1.719
C -7.448 -15.383 7.796  -0.486
C -9.279 -12.100 18.416  -0.040
C -14.511 -21.564 23.426  -0.915
C -11.805 -17.471 18.619  0.338
C -8.051 -17.924 20.708  -0.641
C -12.912 -16.525 16.734  -1.144
C -7.824 -11.604 18.569  -1.552
C -2.885 -15.532 18.660  -0.521
C -9.371 -16.942 18.932  -0.357
C -12.954 -17.321 17.857  -0.421
C -10.488 -18.405 20.518  0.924
C -10.033 -11.248 17.352  -1.463
C -11.740 -15.838 16.404  -0.243
C -2.402 -16.954 16.802  -0.764
C -9.294 -11.106 16.021  0.433
C -3.078 -16.104 15.972  -0.737
C -10.640 -16.770 18.231  0.086
C -7.998 -13.916 10.084  -0.362
C -2.270 -16.673 18.170  -0.581
C -8.118 -15.309 10.113  0.117
C -9.272 -17.764 20.053  0.549
C -12.543 -20.389 22.597  0.394
C -12.414 -21.752 24.631  -0.369
C -7.645 -13.268 8.891  -0.585
C -6.987 -17.210 20.213  -0.845
C -13.613 -23.591 26.318  -0.878
B -10.287 -15.562 11.837  0.466
H -8.233 -13.385 10.970  0.533
H -10.323 -13.795 18.077  0.238
H -7.401 -10.602 15.261  0.354
H -6.263 -15.867 18.733  0.302
H -1.710 -17.352 18.790  0.438
H -9.827 -10.259 15.536  0.290
H -10.190 -10.190 17.713  0.394
H -7.566 -12.197 8.973  0.364
H -11.007 -11.657 17.181  0.525
H -11.819 -22.157 25.442  0.410
H -5.203 -10.936 16.742  0.249
H -9.020 -14.041 18.973  0.262
H -13.215 -22.906 27.088  0.317
H -12.800 -24.085 25.851  0.406
H -7.787 -9.672 16.665  0.346
H -7.194 -15.959 6.937  0.388
H -8.003 -18.480 21.626  0.597
H -4.364 -12.868 17.678  0.220
H -14.281 -24.290 26.743  0.250
H -7.836 -17.097 8.943  0.398
H -15.491 -21.975 23.318  0.426
H -13.879 -17.805 18.102  0.474
H -8.836 -12.149 14.378  0.156
H -1.901 -17.835 16.421  0.408
H -7.034 -12.494 16.785  -0.511
H -11.619 -15.202 15.547  0.457
H -5.817 -10.091 17.968  0.320
H -4.609 -13.438 13.388  0.355
H -9.698 -11.878 19.378  0.299
H -2.980 -13.945 13.625  0.388
H -6.036 -17.237 20.789  0.407
H -2.877 -15.306 19.711  0.489
H -7.281 -12.192 19.326  0.294
H -13.797 -16.396 16.118  0.421
H -3.081 -16.276 14.898  0.246
H -4.249 -15.214 13.692  0.391
H -14.582 -20.360 21.772  0.228
H -7.901 -10.579 18.940  0.488
H -10.364 -12.425 14.780  0.240
H -7.040 -13.470 6.859  0.375
H -10.758 -20.653 23.711  0.408
H -13.529 -19.166 20.352  0.238

Calculated values
- Charge: +1
- Energy relative to the best compared isomer or geometry (same formula, charge and spin): 0.99 kcal/mol
- DFT total energy: -80856.54142 eV
- HOMO: -9.835 eV
- Strongest force on any atom: 2.95 eV/A
- Orbital gap: 7.013 eV

***

The following is a DFT calculation (ωB97M-V with the def2-TZVPD basis set) of a single C7H9F molecule.

Each line ends with the natural charge from an NBO analysis.
Element x y z (Å)
F -1.868 1.825 -1.197  -0.331
C -2.758 -0.386 0.333  -0.625
C -0.336 -1.001 0.532  -0.129
C -1.320 -0.141 -0.019  -0.153
C 1.642 0.454 0.288  0.127
C -0.975 0.891 -0.817  0.287
C 2.977 0.635 -0.287  -0.745
C 1.021 -0.740 0.509  -0.391
H 3.444 -0.276 -0.679  0.195
H -2.921 -1.436 0.565  0.216
H 1.657 -1.554 0.864  0.218
H 0.027 1.095 -1.166  0.183
H 3.618 1.085 0.473  0.245
H 2.911 1.370 -1.091  0.249
H -3.413 -0.094 -0.485  0.225
H -3.026 0.202 1.211  0.225
H -0.679 -1.929 0.966  0.204

Calculated values
- Charge: 0
- Energy relative to the best compared isomer or geometry (same formula, charge and spin): 78.13 kcal/mol
- DFT total energy: -10118.04287 eV
- HOMO (alpha / beta): -7.342 / -8.134 eV
- Strongest force on any atom: 0.65 eV/A
- Orbital gap (alpha / beta): 7.137 / 7.614 eV

***

The following is a DFT calculation (ωB97M-V with the def2-TZVPD basis set) of 2 unconnected molecules or ions with the total composition CH2NO2S in a non-equilibrium geometry.

Each line ends with the natural charge from an NBO analysis.
Element x y z (Å)
S -1.997 -1.803 0.398  -0.291
O 0.815 -0.820 -0.109  -0.661
O -1.116 0.710 0.695  -0.585
N 1.391 0.467 -0.306  -0.579
C -1.173 -0.408 0.413  0.517
H 1.397 0.827 -1.343  0.271
H 0.683 1.025 0.253  0.327

Calculated values
- Charge: -1
- Energy relative to the best compared isomer or geometry (same formula, charge and spin): 56.34 kcal/mol
- DFT total energy: -17488.56770 eV
- HOMO (alpha / beta): -2.778 / -2.777 eV
- Strongest force on any atom: 2.93 eV/A
- Orbital gap (alpha / beta): 6.434 / 6.433 eV

***

Among the records above, which one has the highest strongest force on any atom?
C32H51BN8PRuSe